# 1
DFT (ωB97M-V/def2-TZVPD) results for 2 unconnected molecules or ions with the total composition C7H11N in a non-equilibrium geometry.

The geometry in XYZ format:
```
19
Properties=species:S:1:pos:R:3:forces:R:3:mulliken_charge:R:1
N -1.48222 -2.20433 0.31497 0.062 -0.533 1.568 -0.5323
C -1.44215 -1.27540 -0.51362 -0.674 -1.975 -3.609 -0.0197
C 2.31414 -0.20374 0.14170 0.826 0.229 0.444 -0.6097
C -1.61553 0.50768 1.27165 0.158 -3.163 -1.426 -1.3275
C 1.11865 -0.09238 0.15410 -4.111 -0.027 -0.860 0.3659
C 3.71867 0.17693 0.35103 -0.944 -1.006 1.543 -1.0005
C -1.24878 1.09236 -1.18931 -2.599 2.474 -2.420 -1.4053
C -1.24592 0.09529 -0.18445 2.971 1.264 4.379 0.9608
H 3.95893 0.00333 1.44463 -0.088 0.344 -1.188 0.2382
H -0.82379 -0.00407 1.83740 -0.933 -0.038 0.353 0.3421
H 4.36554 -0.47656 -0.22985 0.386 0.710 -0.271 0.2839
H -1.10803 2.17174 -0.98557 -0.210 -0.808 0.882 0.3543
H -1.59798 -3.12093 -0.09925 -0.179 0.020 -0.201 0.2749
H -1.63421 -1.51574 -1.63106 0.544 0.670 1.380 0.3081
H -2.23993 1.03843 -1.78303 1.033 -0.011 0.948 0.3123
H -2.65326 0.11274 1.47102 1.124 0.610 0.154 0.3545
H -0.54381 0.92781 -1.92677 1.506 -0.800 -1.593 0.4058
H -1.46284 1.52477 1.39889 -0.184 1.966 0.191 0.4218
H 3.62251 1.24205 0.15751 1.312 0.072 -0.273 0.2722
```
Positions in Å, forces in eV/Å.

HOMO (alpha / beta)   -0.319 / -0.319 Eh
Relative energy (zero: lowest compared OMol25 entry of this formula, charge and spin)   153.6 kcal per mole

# 2
DFT (ωB97M-V/def2-TZVPD) results for a single C22H21NO2 molecule in a non-equilibrium geometry.

The geometry in XYZ format:
```
46
Properties=species:S:1:pos:R:3:forces:R:3:mulliken_charge:R:1
O 0.59281 3.21464 -0.88081 -0.676 -0.467 0.122 -0.6708
O -0.79020 5.05853 0.86351 0.378 -0.667 0.058 -0.5128
N -0.37406 2.03112 2.85647 0.083 0.417 -1.458 -0.1650
C -1.29020 -3.41733 -0.93902 -0.570 -1.185 0.793 -0.0287
C -1.32073 5.30342 -0.44288 0.721 -0.408 -0.574 -0.7378
C -0.13091 -0.27772 2.30601 0.306 -0.030 -0.643 -0.9128
C 0.18912 -1.28793 1.42863 -0.218 -0.766 0.909 -0.8518
C 1.83638 0.43995 -2.37009 0.926 0.224 0.678 -0.7249
C 0.09060 -3.43882 -0.80814 0.150 -0.383 -0.069 0.0023
C 0.43637 -1.03100 0.08821 -0.290 0.233 -0.268 0.5011
C -0.16445 1.04993 1.88161 0.198 -0.105 -0.027 0.1592
C 0.30796 0.28657 -0.39802 -0.138 -0.688 0.424 0.5567
C -0.41993 3.75174 1.17364 -1.091 -0.712 0.882 0.0915
C 2.67268 -0.66905 -1.67596 -0.417 -0.437 0.096 -1.0590
C -2.01461 -4.62452 -0.93330 -0.004 0.843 -0.612 -0.6503
C 1.93374 -1.99026 -1.63436 -2.478 0.032 2.169 -0.7168
C 0.75861 -4.67307 -0.79069 -0.830 -0.763 -0.052 -0.4575
C -0.58870 3.35296 2.48579 -1.112 0.440 -0.726 0.6802
C -1.09026 4.29100 3.58994 0.240 -1.030 -0.488 -1.4078
C 0.83956 -2.17278 -0.77902 2.633 1.101 -2.094 0.0483
C -1.36508 -5.85530 -0.97437 0.194 0.463 0.248 -0.3875
C 0.06261 1.34772 0.51669 -0.414 0.194 0.536 0.3301
C 0.39463 0.42543 -1.88605 0.227 1.590 -0.189 -1.1156
C 0.06166 2.77976 0.14573 1.204 1.243 0.000 0.6308
C 0.03761 -5.89101 -0.89168 -0.058 0.743 -0.319 -0.7101
H 2.32824 1.39953 -2.11257 -0.378 -0.339 -0.361 0.3188
H 2.14351 -2.82106 -2.29289 0.361 0.088 -0.199 0.5209
H -1.99888 -6.73553 -1.06223 0.467 -0.071 0.080 0.3644
H 1.83781 -4.65366 -0.69929 -0.028 -0.201 0.009 0.4544
H -0.10510 1.33923 -2.24922 0.190 -0.350 0.280 0.5171
H -1.58284 5.16380 3.21052 0.077 0.425 -0.543 0.3595
H -0.79953 1.71942 3.71012 0.103 0.030 0.205 0.2513
H 1.83529 0.29620 -3.44674 0.129 0.089 -0.199 0.4238
H 3.61332 -0.80779 -2.18371 0.384 0.071 -0.279 0.5059
H -3.10873 -4.55807 -0.99837 0.494 -0.200 0.053 0.3397
H -1.88868 4.45034 -0.84507 0.064 0.219 0.322 0.3141
H -1.83176 3.83519 4.26369 0.484 -0.291 -0.154 0.3864
H -0.29722 -0.46726 3.33409 -0.155 -0.361 0.904 0.4446
H 0.24588 -2.34097 1.78527 -0.061 0.918 -0.224 0.4327
H 0.55345 -6.85128 -0.97418 -0.057 0.394 0.214 0.3601
H -0.49236 5.49754 -1.13193 -0.163 -0.119 0.028 0.2610
H -0.06821 -0.41392 -2.36166 -0.528 -0.616 -0.063 0.4649
H 2.92291 -0.34898 -0.64517 -0.263 -0.139 -0.411 0.3838
H -1.82398 -2.48168 -0.94340 -0.047 0.222 -0.058 0.4417
H -1.94213 6.19108 -0.42121 -0.171 0.035 0.418 0.2674
H -0.20621 4.58390 4.13207 0.133 0.313 0.583 0.2964
```
Positions in Å, forces in eV/Å.

HOMO   -0.281 Eh
SMILES   COc1c(C)[nH]c2ccc3c(c2c1=O)CCCC=C3c1ccccc1
Relative energy (zero: lowest compared OMol25 entry of this formula, charge and spin)   40.1 kcal per mole

# 3
DFT (ωB97M-V/def2-TZVPD) results for a molecular structure, C27H63N9O13SY in a non-equilibrium geometry.

The geometry in XYZ format:
```
114
Properties=species:S:1:pos:R:3:forces:R:3:mulliken_charge:R:1
Y 1.62317 -1.18567 0.42137 -0.384 1.218 -0.061 1.5505
S -0.59419 0.78119 0.23914 -0.699 2.566 -2.023 1.0656
O 2.22510 -0.76917 2.68560 2.477 -1.763 -6.889 -0.5394
O 0.38619 0.97264 -5.47065 1.169 -0.681 -0.526 -0.6203
O -0.08043 -0.09908 1.25082 -0.679 -2.029 6.325 -0.0113
O 0.39720 3.78661 4.92653 0.049 0.692 1.759 -0.6768
O 2.72213 -1.34992 -1.81640 0.298 -0.713 1.367 -0.1962
O -4.07334 4.06175 -2.43964 0.023 -0.204 -0.028 -0.6975
O 3.18504 0.68901 0.29885 -0.779 -1.748 0.699 -0.5157
O 0.37832 0.26335 -0.74232 1.133 0.237 -4.578 -0.8814
O 0.27825 -2.76590 1.71632 2.971 0.840 -2.300 -0.7658
O -1.99748 0.60863 -0.10394 0.385 -0.749 0.259 -0.3905
O -4.78923 -2.01764 3.26033 0.506 1.087 -0.965 -0.7346
O 0.44493 -2.53456 -0.99501 1.628 -1.025 1.167 0.0287
O -0.31314 2.19596 0.48530 0.088 -0.237 0.009 -0.7316
N -1.56453 -3.94064 1.99180 -0.657 -1.182 -0.528 -0.2414
N 1.06431 0.06025 4.19868 -0.708 1.019 2.038 0.6866
N -4.37763 -0.77646 1.41325 0.148 0.470 -2.140 0.1110
N -0.52218 3.63341 2.89358 -0.251 0.893 -0.274 0.2260
N -3.03225 3.29151 -0.63882 0.306 -2.179 0.930 0.2700
N -1.57482 0.47558 -4.66149 -1.585 0.101 1.420 -0.0810
N 2.62099 2.63824 -0.69898 1.914 -1.027 1.199 0.5617
N 0.66150 -3.93565 -2.88315 0.901 -0.594 1.503 -0.0516
N 4.67278 -1.12695 -2.97880 -1.232 -0.315 0.169 -0.2175
C 5.06283 1.91648 -0.41841 -0.396 0.721 -0.624 -1.7563
C -0.73466 -1.00656 -6.41781 -0.277 0.524 -0.002 -1.1956
C 2.53878 -0.41682 -3.92335 -0.093 0.202 0.870 -0.3657
C 3.56236 1.72446 -0.24190 -1.375 1.028 -1.143 0.8158
C 1.57020 -4.95948 -2.42619 1.279 -0.413 1.058 -0.9052
C -4.55591 1.77298 -1.84026 1.469 -0.344 0.259 -0.3026
C -4.18813 -1.09663 2.65995 -0.676 -3.040 3.176 0.5494
C 1.82830 3.27397 3.08052 0.685 -0.638 -0.936 -0.3857
C 2.99509 3.89173 -1.30948 0.786 -0.678 -1.299 -1.1455
C -0.34912 -3.50734 2.42850 -2.559 1.744 1.773 0.5935
C -1.49786 1.37014 -3.45915 -0.059 -1.506 -0.490 -0.2444
C -2.08593 -3.79703 0.58707 0.856 0.867 0.832 0.2773
C -3.83531 3.13017 -1.67405 -1.936 0.429 -1.838 0.5675
C 5.53839 -1.62493 -1.92641 -0.147 -0.503 0.298 -0.7697
C -3.09184 -0.36382 3.36943 0.378 1.476 1.345 -0.3712
C -0.91063 -2.25640 -2.80272 -1.532 1.229 -1.565 -0.1804
C 2.17007 -0.60580 3.85188 -1.984 0.006 4.434 0.5425
C 3.13738 -1.28265 4.82701 -0.284 0.219 -0.734 -1.5671
C 0.52539 3.68503 3.73685 0.261 -1.440 -1.431 0.6184
C 3.32073 -1.00807 -2.84000 1.527 0.111 0.956 0.2906
C 0.45113 0.17187 5.54723 1.750 -0.761 -0.670 -1.0624
C -5.29301 -1.40879 0.43303 0.969 0.186 0.764 -0.9762
C -2.38095 4.50740 -0.31389 0.227 -0.392 0.005 -0.7834
C 0.11042 -3.66782 3.88946 -1.110 -1.755 -1.292 -1.1563
C -1.89347 3.84803 3.27833 0.006 -0.530 0.155 -0.5964
C -0.57336 0.22247 -5.49407 0.134 0.633 -0.732 0.7531
C 0.17666 -2.90661 -2.11890 -0.741 -1.925 -2.691 0.1237
H -0.49755 1.34577 -3.02685 0.228 0.454 -0.633 -0.0912
H -1.83714 -2.42594 -2.25415 0.073 0.705 0.402 0.1550
H 5.99035 -0.77060 -1.42247 0.404 -0.413 0.059 0.2303
H -2.03165 0.81652 -2.68670 -0.450 0.438 -0.063 -0.3034
H -2.62644 2.46938 -0.21514 -0.407 -0.173 -0.056 0.0730
H -3.24349 -0.30968 4.44748 -0.391 -0.841 0.078 0.4735
H -0.46275 3.29036 1.94549 0.753 -0.014 0.098 -0.0240
H -2.33027 2.84938 3.28077 -0.691 0.093 0.007 -0.0354
H -3.60042 -0.20430 1.11547 -0.324 0.274 -1.042 -0.0069
H 0.69416 -4.57496 3.73312 0.449 -0.180 0.753 0.4012
H -5.14748 1.55198 -0.95183 -0.278 0.071 -0.233 0.3744
H 2.53460 2.80602 3.76627 -0.230 0.268 0.269 0.3645
H 2.64398 -1.60371 5.74438 0.336 0.641 0.240 0.4877
H -0.16000 1.05743 5.72156 -0.126 -0.235 -0.539 0.2347
H 3.10362 0.43724 -4.29703 -0.399 -0.380 -1.059 0.6076
H -5.23769 -2.49716 0.41060 0.132 -0.104 0.512 0.3213
H 5.34187 2.01114 -1.46782 -0.353 0.543 -0.229 0.4333
H -2.46102 0.03324 -4.85925 0.113 -0.008 0.337 0.2512
H 0.43128 0.20236 3.42462 0.131 0.181 -0.347 -0.4500
H 2.15264 4.45742 -1.70747 -0.106 -0.043 0.696 0.3230
H -6.31680 -1.14047 0.69375 0.064 0.147 -0.499 0.3065
H -0.02077 -0.80663 5.63649 -0.634 0.402 0.939 0.3556
H 1.18363 -5.96114 -2.23815 -0.883 0.134 -0.378 0.3452
H 6.22802 -2.39913 -2.26275 0.510 0.676 -0.540 0.3901
H 1.63572 2.45291 -0.57643 -0.137 -0.465 0.455 -0.3247
H 1.97455 -4.70730 -1.44588 0.065 0.437 -0.081 0.1911
H 1.59442 2.52670 2.32224 -0.236 -0.428 0.089 -0.3715
H 5.08227 -0.77630 -3.83289 -0.034 -0.117 0.133 0.2590
H 5.68993 1.07457 -0.12512 -0.648 0.034 0.773 0.2959
H -3.12585 5.11948 0.19462 0.511 0.725 -0.217 0.3321
H -1.15892 -2.61103 -3.80305 0.426 -0.305 -0.061 0.5825
H -1.67920 -1.54044 -6.31336 0.016 -0.078 0.682 0.3695
H -2.35410 4.46904 2.51005 -0.305 0.008 0.334 0.2649
H -2.07718 -0.74239 3.24593 -0.099 -0.176 -0.525 -0.0413
H 0.72152 -2.88770 4.34342 -0.292 0.098 -0.596 0.0181
H -2.23283 -4.66835 -0.05115 0.353 -0.732 0.791 0.3818
H -3.07705 -3.35884 0.70443 0.231 0.444 -0.290 -0.1701
H 4.02458 -0.65339 4.89792 -0.176 0.178 0.763 0.3976
H -2.01013 4.25271 4.28367 0.251 0.180 -0.231 0.3847
H -1.59984 4.14916 0.35666 0.126 0.867 0.035 0.0559
H 1.30740 0.25799 6.21616 -0.311 -0.146 0.397 0.4118
H -1.90159 2.36781 -3.63171 0.176 -0.099 0.046 0.6772
H -0.61096 -1.21865 -2.94893 -0.631 0.298 0.517 -0.2946
H 0.24884 -4.17106 -3.77444 -0.368 0.695 0.279 0.2868
H 2.42200 -5.12734 -3.08525 -0.045 0.400 -0.203 0.3437
H 5.32718 2.84119 0.09456 0.405 -0.075 -0.034 0.4725
H -0.79020 -0.75063 -7.47588 0.697 0.379 0.047 0.3809
H 3.53368 -2.19628 4.38391 -0.324 0.026 -0.425 0.3750
H 5.00343 -2.23783 -1.20097 -0.629 0.590 0.058 0.1280
H -1.94990 4.89146 -1.23843 -0.078 0.769 0.306 0.2548
H -0.74543 -3.96459 4.49570 0.154 0.151 0.238 0.3999
H 3.50812 3.55517 -2.21038 0.476 0.696 -0.272 0.3643
H -1.34625 -3.18198 0.07455 -0.613 0.400 -0.004 -0.5239
H -2.35340 -3.97597 2.62152 0.493 -0.503 0.640 0.3422
H 1.65174 -0.05653 -3.40236 -0.133 0.129 -0.494 -0.4235
H 3.68901 4.46814 -0.69767 -0.343 0.225 0.000 0.3183
H -5.05666 1.59315 -2.79157 -0.427 0.878 0.241 0.3662
H -4.91827 -1.10165 -0.54336 -0.617 0.399 0.002 0.2731
H -3.09755 0.71311 3.20123 0.203 0.071 -0.905 -0.0524
H 0.10656 -1.67065 -6.21920 -0.038 -0.040 -0.219 0.1887
H 2.38859 3.95846 2.44362 -0.246 0.828 0.487 0.3913
H 2.28302 -1.30158 -4.50637 -0.050 0.668 -1.020 0.2993
H -3.77616 1.01245 -1.88118 0.094 -0.173 0.484 -0.3370
```
Positions in Å, forces in eV/Å.

HOMO   -0.388 Eh
Charge   +1

# 4
DFT (ωB97M-V/def2-TZVPD) results for a molecular structure, C25H41N3P2V in a non-equilibrium geometry.

The geometry in XYZ format:
```
72
Properties=species:S:1:pos:R:3:forces:R:3:mulliken_spin:R:1
V -2.27380 -0.09715 -0.03151 3.380 -1.957 -2.660 1.0442
P 3.46153 0.86341 -1.97256 1.763 -1.302 0.143 -0.0309
P 0.59745 0.20693 -2.26408 -2.041 0.192 2.093 0.5339
N -3.14196 -5.92830 2.01797 1.314 1.728 -0.818 0.0027
N -1.51699 -2.06552 0.11797 -0.918 -0.795 0.525 -0.0546
N -1.49097 -4.30044 1.10689 -0.091 0.798 -0.098 0.0065
C -1.07744 0.85214 2.87508 0.497 -0.019 0.455 0.0472
C -2.41891 -5.10830 1.58524 -1.456 -1.824 0.843 -0.0014
C -0.41929 -1.13627 -2.92182 0.155 -0.965 -0.278 0.1449
C 2.06562 -0.54176 2.66457 1.045 -0.623 0.533 -0.0024
C 2.28422 0.12841 -3.13819 0.925 0.068 -0.466 0.1209
C 2.20445 0.83798 2.07059 -0.493 0.940 0.229 0.0177
C -2.00289 3.00234 0.66210 0.562 0.965 -0.163 -0.0215
C -4.54368 1.79334 -0.82778 -0.616 0.316 -0.693 -0.0733
C 2.59085 1.08740 -0.42863 -1.354 0.512 -0.245 0.1621
C -3.13674 -1.50993 2.84940 0.173 -0.437 0.108 -0.0051
C 2.68800 -1.96943 0.63340 0.054 0.101 -0.008 0.0001
C 1.44703 0.06521 -0.52400 -1.860 0.030 -0.611 -0.0081
C -3.13087 -0.35860 1.90079 -1.136 1.237 0.743 -0.1075
C 1.63851 -1.44559 -0.33974 -0.356 -0.623 -0.138 0.0192
C -4.11386 -0.09131 0.89062 0.079 0.255 1.369 -0.1548
C 4.37496 2.21721 -2.72585 -0.023 0.182 -0.100 0.0147
C 4.75734 -0.28636 -1.44635 0.734 0.226 -0.939 0.0108
C -3.80485 1.17533 0.29181 -0.114 -0.198 0.583 0.1769
C -5.18762 -1.01095 0.43807 -0.426 -0.317 -0.143 0.0559
C -1.65180 -3.13223 0.64402 0.910 0.451 -0.813 0.0414
C -2.60128 1.68030 0.92217 -0.626 -0.191 0.533 0.0985
C 2.40113 -1.71307 2.09773 0.437 0.118 0.420 0.0014
C -0.07396 1.82980 -2.69777 0.158 0.407 -0.333 0.1215
C -2.20071 0.72716 1.91668 -1.293 -0.295 0.396 -0.0590
C 3.25154 1.02307 0.95381 0.920 0.156 0.018 -0.0056
H 0.56935 2.32312 -3.45015 -0.067 0.181 0.196 0.0114
H 2.51992 1.52544 2.88399 -0.343 -0.509 -0.299 -0.0020
H 0.66018 0.40216 0.18676 0.438 -0.248 -0.650 -0.0767
H -5.19369 -1.92175 1.04725 -0.145 0.196 -0.159 0.0049
H 2.35966 0.68552 -4.09232 -0.319 -0.256 0.444 -0.0005
H -3.75316 -1.27027 3.73378 0.178 -0.082 -0.351 -0.0015
H -4.07530 2.74063 -1.12811 -0.240 -0.220 0.027 -0.0049
H -0.75394 -1.83289 -2.11144 0.411 0.606 -0.616 -0.0956
H 4.98257 2.71367 -1.95606 -0.182 -0.049 -0.247 0.0021
H -1.31982 -0.72987 -3.41863 0.502 0.072 0.349 0.0204
H -1.21684 2.94188 -0.10465 -0.122 0.239 0.120 -0.0053
H -1.53551 3.43037 1.56025 -0.165 -0.083 -0.182 0.0001
H -1.07439 1.71424 -3.15968 0.526 -0.095 0.411 0.0435
H 3.82238 1.96688 1.11412 -0.368 -0.636 -0.019 0.0020
H 1.20557 1.19394 1.74786 0.708 0.188 0.248 -0.0035
H 5.61587 -0.13446 -2.12222 -0.276 -0.380 0.202 0.0007
H 5.09638 -0.02179 -0.43465 -0.162 -0.165 -0.447 -0.0008
H -4.53776 1.12772 -1.70584 -0.127 0.269 0.091 0.0163
H 0.67182 -1.87185 -0.01559 0.278 0.458 -0.150 0.0396
H 0.14828 -1.71318 -3.67449 -0.157 -0.058 0.069 0.0118
H 2.66598 -2.57185 2.74116 -0.872 0.466 -0.208 -0.0004
H 4.40832 -1.31703 -1.49759 0.164 0.060 0.057 -0.0032
H 2.60655 -0.91480 -3.35299 -0.334 0.579 0.283 0.0171
H -0.34176 0.04368 2.75954 -0.218 0.135 0.026 0.0115
H -0.55488 1.80837 2.75422 -0.117 -0.166 0.048 0.0000
H 5.05489 1.77268 -3.48468 -0.480 0.277 0.431 -0.0022
H 2.72388 -3.05663 0.45045 0.253 0.426 0.230 0.0008
H 3.69698 2.93069 -3.20804 0.231 -0.041 0.136 -0.0062
H 1.89234 -0.52409 3.75757 0.092 -0.169 -0.719 -0.0006
H -0.17064 2.46293 -1.79503 0.105 -0.309 -0.597 -0.0867
H -5.60199 1.98398 -0.58309 0.347 0.061 -0.064 0.0025
H -6.17873 -0.53030 0.49963 0.325 -0.230 -0.010 0.0031
H 3.64950 -1.52036 0.36856 0.023 -0.608 0.149 -0.0008
H -2.75408 3.72654 0.30911 0.278 -0.238 0.148 0.0030
H 2.12128 2.08377 -0.56105 -0.083 -0.229 0.394 0.0149
H 3.97189 0.18494 1.03565 -0.415 0.722 -0.034 0.0007
H 1.78780 -1.94560 -1.31363 0.335 0.189 0.120 0.0032
H -3.55620 -2.41691 2.37815 0.200 0.343 0.343 0.0020
H -5.03867 -1.32370 -0.61002 -0.117 0.098 0.213 -0.0121
H -2.12072 -1.74144 3.21461 -0.401 0.015 -0.198 -0.0003
H -1.42829 0.80079 3.91665 0.011 0.055 -0.270 -0.0045
```
Positions in Å, forces in eV/Å.

HOMO (alpha / beta)   -0.295 / -0.331 Eh
Charge   +1
Multiplicity   3
Relative energy (zero: lowest compared OMol25 entry of this formula, charge and spin)   83.7 kcal per mole